Record 1
Entry from the OMol25 dataset: a molecular structure, C19H45AgCl4O3S2 at a distorted geometry (the ωB97M-V functional and the def2-TZVPD basis).

## Properties
HOMO-LUMO gap = 6.7 eV
M = 635.380 g mol⁻¹
Net charge = 0
Energy = -102328.449 eV

```
74
Properties=species:S:1:pos:R:3:forces:R:3
Ag 6.093 -0.716 -2.121 -1.9 0.5 0.0
C 1.752 0.707 -1.018 0.8 0.0 -0.8
C 3.228 1.189 -1.270 -1.0 -1.1 -1.7
O 3.829 0.488 -2.384 0.8 0.1 2.1
H 1.086 0.719 -1.881 0.3 0.4 -0.3
H 1.261 1.309 -0.253 0.0 -0.2 0.3
H 1.793 -0.357 -0.786 0.0 0.0 0.5
H 3.653 1.121 -0.268 0.9 -0.4 0.2
H 3.225 2.261 -1.470 -0.1 0.4 -0.1
C 4.307 -4.914 -0.258 -0.1 0.6 0.5
S 5.410 -3.458 0.085 0.1 0.9 -0.9
O 5.790 -2.872 -1.273 0.1 -0.3 0.5
C 4.292 -2.185 0.820 -0.3 -0.5 -0.6
H 3.859 -5.014 -1.246 0.3 0.8 -0.1
H 3.499 -4.830 0.469 0.1 -0.4 0.1
H 4.933 -5.794 -0.107 -0.1 0.1 0.3
H 4.710 -1.203 1.042 1.1 -0.4 0.0
H 3.911 -2.596 1.755 -0.5 0.0 -0.2
H 3.587 -1.923 0.031 -0.6 -0.5 0.2
C 0.663 5.426 -1.698 -0.2 -0.4 -0.7
S -0.415 4.049 -2.268 -0.9 -0.9 1.0
O -1.633 4.654 -2.945 1.8 -0.4 0.1
C 0.706 3.232 -3.500 0.2 1.4 -0.3
H 0.241 5.928 -0.827 -0.5 -0.2 -0.3
H 0.683 6.082 -2.567 0.4 0.3 0.2
H 1.633 5.055 -1.366 0.1 -0.1 -0.4
H 1.732 3.074 -3.167 -0.1 0.2 0.6
H 0.746 4.003 -4.270 0.0 -0.3 -0.5
H 0.385 2.273 -3.907 -0.7 0.3 0.3
C 2.087 4.687 2.371 0.1 0.5 -0.1
Cl 3.025 5.743 1.230 -0.4 -0.8 0.4
Cl 0.398 5.378 2.391 1.1 -0.7 0.3
Cl 2.079 2.970 1.870 -0.1 1.0 0.0
Cl 2.909 4.789 3.966 -0.7 0.1 -0.6
C 0.363 -2.281 1.361 -0.2 0.0 0.3
C 0.043 -0.826 1.785 0.0 0.5 -2.2
C -0.679 -0.594 3.070 -1.1 -2.7 1.3
C -2.069 -1.364 3.177 0.2 1.2 0.1
C -2.724 -1.259 4.605 0.6 -1.2 -0.6
C -1.854 -1.950 5.687 -0.5 0.8 0.5
H 0.828 -2.408 0.384 0.5 0.8 0.0
H -0.538 -2.864 1.165 -0.3 0.0 0.7
H 0.999 -2.774 2.095 -0.1 -0.3 0.1
H 0.944 -0.213 1.810 0.3 -0.2 -0.2
H -0.528 -0.444 0.939 -0.2 0.4 -0.1
H -0.860 0.420 3.427 0.2 0.2 -0.6
H 0.032 -1.046 3.762 -0.2 0.0 0.8
H -2.670 -0.918 2.384 -0.6 0.7 0.3
H -2.106 -2.373 2.766 0.8 -0.5 0.7
H -2.862 -0.224 4.918 0.2 0.1 -0.2
H -3.723 -1.694 4.617 -0.1 -0.1 -0.3
H -1.656 -3.021 5.658 0.3 0.1 -1.1
H -0.964 -1.328 5.780 0.4 -0.6 0.1
H -2.334 -1.922 6.666 -0.3 0.6 0.1
C -5.660 0.607 -0.608 -0.5 -0.3 -1.4
C -5.039 -0.187 -1.824 0.0 0.1 1.8
C -3.520 -0.156 -1.637 -1.7 1.4 0.0
C -2.792 -0.723 -2.790 1.3 -0.1 0.7
C -1.258 -0.674 -2.473 -1.5 -1.2 -1.4
C -0.624 -1.894 -3.188 1.3 1.0 0.3
H -5.513 0.161 0.375 0.1 -0.2 -0.2
H -6.721 0.777 -0.791 -0.2 -0.3 0.3
H -5.259 1.621 -0.593 0.4 -0.1 0.0
H -5.224 -1.261 -1.837 -0.8 -0.1 0.3
H -5.474 0.178 -2.755 0.5 0.4 -0.1
H -3.344 -0.636 -0.674 0.3 -0.4 -0.1
H -3.257 0.890 -1.480 0.4 0.2 -0.1
H -3.115 -1.751 -2.951 0.1 -0.2 -0.1
H -3.057 -0.149 -3.678 0.2 0.0 -0.2
H -0.888 0.289 -2.826 0.3 -0.1 0.0
H -1.117 -0.727 -1.394 0.1 0.0 0.0
H -1.070 -2.124 -4.156 -0.3 0.1 0.1
H 0.417 -1.645 -3.395 0.3 -0.2 -0.1
H -0.590 -2.786 -2.561 -0.4 0.0 0.0
```
Positions in Å, forces in eV/Å.

Record 2
Entry from the OMol25 dataset: C4H4N2 in the gas phase at a distorted geometry (the ωB97M-V functional and the def2-TZVPD basis).

## Properties
HOMO-LUMO gap = 9.2 eV
Relative energy (zero: lowest compared OMol25 entry of this formula, charge and spin) = 32.3 kcal per mole
M = 80.090 g mol⁻¹
Net charge = 0
Energy = -7191.290 eV
SMILES string = [H]/N=C1\C=CC=N1

```
10
Properties=species:S:1:pos:R:3:forces:R:3
H 1.299 0.760 2.184 0.5 -0.1 0.7
N 0.892 1.406 1.525 -0.8 -1.9 -1.6
C 0.406 0.660 0.578 0.4 2.5 1.0
C 0.361 -0.814 0.339 -0.4 0.8 0.1
C -0.364 -0.959 -0.774 0.3 -0.3 0.7
C -0.775 0.359 -1.171 -0.9 2.8 -0.7
N -0.325 1.350 -0.448 -0.4 -2.0 -0.7
H 0.704 -1.516 1.059 0.4 -0.6 0.1
H -0.700 -1.818 -1.297 0.0 -0.8 -0.1
H -1.498 0.571 -1.994 0.8 -0.3 0.6
```
Positions in Å, forces in eV/Å.

Record 3
Entry from the OMol25 dataset: a molecular structure, C25H38NOV at a distorted geometry (the ωB97M-V functional and the def2-TZVPD basis).

## Properties
HOMO-LUMO gap (alpha / beta) = 7.7 / 7.1 eV
Relative energy (zero: lowest compared OMol25 entry of this formula, charge and spin) = 0.0 kcal per mole
<S²> = 0.793
M = 419.529 g mol⁻¹
Net charge = +1
Energy = -55759.950 eV
Spin multiplicity = 2

```
66
Properties=species:S:1:pos:R:3:forces:R:3
C 1.352 -2.167 0.437 0.4 -0.9 -1.4
C 1.862 -1.494 -0.722 0.1 -1.4 -0.3
C 0.913 -1.662 -1.797 0.9 -1.8 0.8
C -0.172 -2.464 -1.299 0.9 -0.7 0.2
C 0.087 -2.755 0.091 0.4 -0.2 -0.6
V -0.010 -0.692 -0.199 -3.0 6.2 1.5
C -1.955 1.361 -1.636 2.5 1.0 -0.8
C -1.911 0.797 -0.242 -0.2 -1.0 0.9
H -1.852 1.575 0.537 0.3 -0.6 -0.3
C -2.328 -0.490 0.131 0.3 0.5 -0.2
H -2.920 -1.122 -0.543 0.5 0.2 0.3
H -2.410 -0.740 1.200 -0.1 0.2 -0.5
C -2.809 2.629 -1.701 -0.2 0.1 0.3
H -2.421 3.403 -1.029 -0.1 -0.1 -0.1
H -2.826 3.041 -2.716 0.0 -0.1 0.2
H -3.839 2.398 -1.404 0.1 0.1 -0.1
C -2.452 0.377 -2.679 0.0 -0.4 -0.2
H -1.796 -0.498 -2.778 -0.2 0.2 0.1
H -3.456 0.021 -2.405 0.2 0.1 -0.1
H -2.524 0.848 -3.668 0.0 -0.1 0.3
C 3.174 -0.806 -0.801 0.4 0.3 0.0
H 3.326 -0.155 0.070 0.0 -0.1 -0.2
H 4.003 -1.529 -0.822 -0.2 0.1 0.0
H 3.242 -0.188 -1.701 0.0 -0.1 0.2
C 1.101 -1.196 -3.194 0.0 0.4 -0.4
H 1.623 -0.233 -3.213 -0.1 -0.1 -0.1
H 1.698 -1.915 -3.776 -0.2 0.1 0.2
H 0.141 -1.067 -3.706 0.2 0.0 0.0
C -1.302 -3.015 -2.088 -0.5 -0.2 -0.2
H -1.355 -2.561 -3.083 0.0 -0.1 0.2
H -1.187 -4.101 -2.227 0.0 0.3 0.0
H -2.260 -2.855 -1.578 0.2 -0.1 -0.2
C -0.800 -3.501 1.017 -0.3 -0.4 0.3
H -1.840 -3.473 0.674 0.2 0.0 0.1
H -0.497 -4.553 1.098 -0.1 0.2 0.0
H -0.762 -3.068 2.025 -0.1 -0.1 -0.2
C 2.057 -2.318 1.734 0.2 0.2 0.5
H 1.346 -2.507 2.545 0.2 0.1 -0.1
H 2.762 -3.163 1.708 -0.2 0.2 -0.1
H 2.631 -1.416 1.977 -0.1 -0.2 0.0
C 0.671 1.821 -1.212 -0.8 -0.9 2.6
C -0.376 1.852 -2.059 -3.5 -0.7 -1.8
C 1.962 2.209 -1.561 0.0 0.1 -0.2
C -0.182 2.279 -3.377 0.5 0.1 -0.3
H 0.215 1.541 -0.197 1.7 0.4 -0.4
C 2.177 2.607 -2.881 0.0 -0.1 0.3
H 2.747 2.193 -0.805 -0.1 0.1 -0.4
C 1.104 2.634 -3.790 -0.3 0.0 0.2
H -1.022 2.334 -4.074 0.4 0.0 0.2
H 3.176 2.904 -3.203 -0.3 -0.1 0.1
H 1.269 2.948 -4.822 0.0 -0.1 0.3
C 0.043 1.531 5.624 -0.3 0.3 0.2
N 0.536 0.837 4.443 -0.3 0.1 -0.4
C 1.638 -0.096 4.591 0.3 -0.2 0.1
C 0.013 1.004 3.221 0.9 -0.7 -0.7
C -1.194 1.868 3.023 -0.2 0.3 0.2
O 0.562 0.420 2.246 -0.8 0.0 -0.1
H 0.668 1.229 6.467 -0.3 0.2 -0.1
H -1.005 1.271 5.837 0.3 0.0 0.0
H 0.111 2.622 5.498 0.0 -0.3 0.1
H 1.312 -1.130 4.408 0.1 0.3 0.0
H 2.456 0.139 3.898 -0.2 0.0 0.2
H 1.991 -0.013 5.621 0.1 -0.1 -0.2
H -0.987 2.583 2.218 0.0 -0.2 0.2
H -2.045 1.238 2.726 0.3 0.2 0.1
H -1.472 2.426 3.922 0.0 -0.1 -0.3
```
Positions in Å, forces in eV/Å.

Record 4
Entry from the OMol25 dataset: C2H4N2O2S in the gas phase at a distorted geometry (the ωB97M-V functional and the def2-TZVPD basis).

## Properties
HOMO-LUMO gap = 10.0 eV
Relative energy (zero: lowest compared OMol25 entry of this formula, charge and spin) = 59.3 kcal per mole
M = 120.133 g mol⁻¹
Net charge = 0
Energy = -20046.910 eV
SMILES string = O=C(/C=N\O)NS

```
11
Properties=species:S:1:pos:R:3:forces:R:3
O -0.964 1.921 0.329 1.3 -1.6 -0.5
C -0.394 0.928 -0.098 -0.4 -0.6 -0.8
C 1.160 0.884 -0.323 -1.3 -0.9 0.9
N 1.970 -0.064 -0.071 -0.4 0.8 -0.4
O 1.369 -1.250 0.240 -1.9 0.7 -0.6
N -1.085 -0.270 -0.472 0.8 2.6 0.8
S -2.700 -0.441 -0.057 -0.5 -0.1 -0.6
H 1.685 1.778 -0.484 0.1 1.4 -0.4
H 2.079 -1.705 0.607 1.8 -1.7 0.9
H -0.594 -1.027 -0.888 0.4 -0.4 0.0
H -2.525 -0.753 1.218 0.0 -0.2 0.6
```
Positions in Å, forces in eV/Å.

Record 5
Entry from the OMol25 dataset: a molecular structure, C6H9CoNaO5 at a distorted geometry (the ωB97M-V functional and the def2-TZVPD basis).

## Properties
HOMO-LUMO gap (alpha / beta) = 9.3 / 7.8 eV
<S²> = 6.020
M = 243.056 g mol⁻¹
Net charge = +1
Energy = -58639.535 eV
Spin multiplicity = 5

```
22
Properties=species:S:1:pos:R:3:forces:R:3
O 0.291 2.674 0.881 -1.5 -0.6 -4.1
C -0.546 2.765 -0.201 1.0 1.7 4.4
C -1.742 2.028 -0.089 -0.6 -1.0 4.1
O -1.765 1.095 0.909 -0.2 1.8 -2.3
Co 0.125 0.748 1.413 0.4 -0.4 0.0
H -0.631 3.765 -0.656 0.7 -0.7 -0.4
H -2.685 2.599 -0.107 0.2 -0.5 -1.4
O -0.251 -2.160 -0.348 -0.5 0.4 0.4
C -0.387 -1.014 -1.143 -3.3 2.6 -0.3
C 0.850 -0.214 -1.275 -0.1 4.8 -1.0
O 1.519 -0.056 -0.022 0.0 0.1 0.1
C 1.839 -1.341 0.534 0.1 -0.4 0.0
C 0.495 -1.978 0.886 1.0 -0.3 -0.5
O -0.150 -1.159 1.755 -0.8 0.7 0.4
Na -2.377 -0.912 1.516 -0.1 -0.4 0.0
H -0.851 -1.299 -2.092 0.7 -0.3 0.0
H 1.548 -0.528 -2.057 0.1 0.0 0.3
H 2.423 -1.142 1.441 0.0 -0.2 -0.3
H 2.407 -1.926 -0.202 -0.1 0.1 0.3
H 0.660 -3.006 1.251 -0.3 0.3 0.0
H -1.277 -0.001 -0.904 2.1 -3.7 0.2
H 0.503 1.062 -1.490 1.2 -4.0 0.0
```
Positions in Å, forces in eV/Å.

Record 6
Entry from the OMol25 dataset: 10 unconnected molecules or ions with the total composition C32H59NO9 at a distorted geometry (the ωB97M-V functional and the def2-TZVPD basis).

## Properties
HOMO-LUMO gap = 9.5 eV
Relative energy (zero: lowest compared OMol25 entry of this formula, charge and spin) = 23.6 kcal per mole
M = 601.822 g mol⁻¹
Net charge = 0
Energy = -54056.766 eV
SMILES string = c1ccncc1.CC(C)=O.CC(C)=O.CC(C)=O.CC(C)=O.CC(C)=O.CC(C)=O.CC(C)=O.CC(C)=O.CC(C)=O

```
101
Properties=species:S:1:pos:R:3:forces:R:3
C -4.207 -0.197 3.225 -0.1 0.2 -1.6
C -3.170 -0.959 3.656 0.3 -0.6 0.1
C -2.286 -1.439 2.719 0.0 -1.0 -0.9
N -2.407 -1.235 1.397 0.3 0.0 0.3
C -3.439 -0.506 0.977 0.1 -0.2 1.7
C -4.371 0.016 1.863 0.3 0.2 -0.2
H -4.909 0.174 3.896 -1.2 0.6 1.1
H -3.156 -1.312 4.666 0.4 0.1 0.5
H -1.543 -2.179 3.007 0.2 0.4 0.0
H -3.555 -0.362 -0.062 0.0 0.1 -1.1
H -5.190 0.578 1.453 -0.3 0.2 0.1
C -0.870 -3.948 -2.641 -0.1 -0.5 -1.9
C -0.948 -4.093 -1.178 -1.9 1.2 -0.1
C -2.321 -4.267 -0.578 -0.4 -0.2 -1.4
O 0.009 -3.980 -0.485 1.9 -0.1 1.3
H 0.160 -4.053 -3.007 -0.3 0.0 0.2
H -1.252 -2.984 -3.011 0.0 -0.2 0.4
H -1.512 -4.701 -3.137 0.3 0.2 0.2
H -2.300 -4.128 0.473 0.1 -0.1 0.9
H -2.617 -5.263 -0.891 -0.2 -0.5 0.4
H -3.115 -3.634 -1.008 0.6 0.1 0.0
C -3.961 3.991 -0.297 0.5 0.5 -0.6
C -2.457 4.001 -0.157 0.0 -1.1 0.7
C -1.835 5.126 0.680 0.5 0.2 -2.4
O -1.808 3.082 -0.628 0.1 0.9 0.2
H -4.240 5.023 -0.519 -0.5 -0.1 0.0
H -4.452 3.648 0.601 0.0 0.1 0.5
H -4.246 3.306 -1.091 0.0 0.1 -0.2
H -1.782 6.037 0.025 -0.2 -0.6 0.4
H -0.788 4.875 0.854 -0.2 0.0 0.5
H -2.447 5.404 1.511 -0.2 -0.1 0.7
C 0.535 0.382 0.298 1.0 -1.6 -0.3
C 1.170 -0.153 -0.989 -0.2 0.5 0.1
C 0.146 -0.657 -2.005 0.9 0.5 -0.2
O 2.386 -0.205 -1.155 -1.6 -0.1 0.1
H 0.099 -0.500 0.816 0.3 0.4 -0.1
H -0.283 1.048 0.155 -0.5 0.7 -0.4
H 1.342 0.811 0.866 0.0 0.3 0.5
H -0.684 0.083 -2.186 1.1 -0.6 -0.1
H -0.317 -1.503 -1.515 -0.2 -0.4 0.0
H 0.735 -0.993 -2.889 -0.9 0.3 0.3
C 2.045 -0.852 5.382 -0.1 0.9 0.0
C 2.559 -1.690 4.260 0.5 1.2 0.0
C 2.762 -0.819 3.040 0.6 -1.4 -1.5
O 2.873 -2.846 4.362 -0.2 -0.4 -0.2
H 1.236 -0.204 4.980 0.3 -0.4 0.5
H 2.888 -0.166 5.647 -0.7 -0.5 0.1
H 1.728 -1.454 6.219 -0.1 0.0 0.4
H 3.527 -0.048 3.186 -0.4 0.0 0.3
H 1.812 -0.402 2.709 0.1 0.3 0.2
H 3.139 -1.459 2.219 -0.2 0.3 0.3
C 0.552 5.400 -2.474 1.9 0.1 -0.9
C 1.332 4.565 -1.462 -0.6 -0.1 -1.2
C 1.590 3.132 -1.807 0.4 0.3 -2.3
O 1.659 5.054 -0.420 0.4 0.4 1.2
H -0.455 5.270 -2.187 -1.4 0.1 0.2
H 0.675 5.028 -3.520 -0.1 0.2 0.8
H 0.867 6.465 -2.415 -0.4 -0.8 0.1
H 1.925 2.562 -0.984 0.4 -0.5 0.8
H 2.332 3.092 -2.659 -0.3 0.1 1.0
H 0.742 2.660 -2.303 -0.4 0.1 0.4
C 1.388 -5.974 2.170 0.8 -0.4 -1.0
C 0.007 -6.021 2.707 1.1 2.4 0.2
C -0.516 -4.925 3.601 0.0 0.8 0.6
O -0.652 -6.976 2.532 -2.2 -2.8 -0.5
H 1.651 -5.117 1.561 -0.4 0.3 -0.1
H 1.577 -6.886 1.584 -0.2 0.3 0.2
H 2.088 -5.977 2.976 0.6 0.1 0.8
H -0.112 -3.905 3.484 0.2 -0.6 -0.1
H -0.242 -5.289 4.599 0.0 0.3 0.1
H -1.606 -4.846 3.581 0.1 -0.3 -0.2
C 0.038 2.096 -5.455 0.5 -2.0 -0.4
C -0.788 0.786 -5.672 -1.4 -0.2 0.1
C -0.055 -0.519 -6.048 -1.5 0.5 -0.9
O -2.027 0.796 -5.596 2.5 0.2 0.0
H 0.290 2.441 -6.471 -0.2 0.3 0.4
H 0.996 1.950 -4.912 -0.6 -0.3 -0.4
H -0.587 2.743 -4.893 -0.5 0.9 0.1
H 0.466 -0.358 -6.988 0.7 0.3 0.1
H -0.817 -1.268 -6.391 0.6 0.4 1.1
H 0.636 -0.802 -5.258 0.0 -0.2 -0.1
C 4.760 -0.033 -2.990 2.7 -0.8 -1.3
C 3.679 -0.469 -3.897 -0.1 -1.9 -0.2
C 3.521 -2.002 -4.109 2.0 1.2 1.2
O 2.984 0.320 -4.475 -0.7 0.6 -0.4
H 5.603 0.353 -3.648 -1.1 0.0 0.7
H 5.258 -0.804 -2.408 -0.3 -0.5 -0.1
H 4.441 0.669 -2.298 -0.7 1.7 1.0
H 3.379 -2.433 -3.109 -0.1 -0.1 -0.4
H 4.459 -2.414 -4.534 -0.3 0.3 0.4
H 2.772 -2.223 -4.796 -1.6 -0.3 -0.9
C 1.051 2.937 4.004 -0.8 -1.2 1.2
C -0.369 2.316 3.810 0.7 1.2 0.6
C -1.534 3.256 4.118 1.2 0.2 -1.3
O -0.527 1.231 3.327 0.0 -0.6 -0.1
H 1.241 3.425 3.082 0.5 0.8 -0.9
H 1.819 2.178 4.185 -0.3 -0.1 -0.4
H 1.133 3.621 4.856 -0.4 0.2 -0.4
H -1.438 4.022 3.314 0.0 0.0 0.7
H -1.415 3.717 5.100 -0.4 -0.1 -0.2
H -2.456 2.763 3.880 -0.6 -0.4 0.5
```
Positions in Å, forces in eV/Å.